C24H27AuN4PTe | ωB97M-V/def2-TZVPD

Atoms and positions in Å:
Au: 0.835 0.278 0.732
N: -0.469 1.049 2.337
C: -0.279 0.335 3.579
C: 0.086 1.032 4.717
C: 0.313 0.347 5.901
C: 0.171 -1.031 5.935
C: -0.195 -1.717 4.786
C: -0.425 -1.050 3.586
C: -0.800 -1.801 2.356
C: -1.666 -2.896 2.445
C: -1.985 -3.661 1.335
C: -1.441 -3.355 0.097
C: -0.587 -2.263 -0.026
C: -0.293 -1.505 1.093
H: -0.363 2.048 2.471
H: -1.383 0.886 1.916
H: 0.186 2.111 4.682
H: 0.600 0.892 6.791
H: 0.353 -1.576 6.852
H: -0.278 -2.796 4.809
H: -2.103 -3.138 3.407
H: -2.661 -4.500 1.439
H: -1.678 -3.954 -0.773
H: -0.169 -2.018 -0.994
C: 3.388 1.261 -3.774
N: 4.195 1.591 -2.596
C: 5.138 0.496 -2.348
N: 4.492 -0.808 -2.192
C: 3.671 -1.072 -3.375
N: 2.690 -0.021 -3.663
C: 1.643 0.034 -2.645
P: 2.372 0.405 -0.991
C: 3.379 1.896 -1.430
C: 3.708 -0.865 -0.962
H: 4.056 1.211 -4.634
H: 2.661 2.055 -3.947
H: 5.726 0.720 -1.457
H: 5.815 0.439 -3.200
H: 3.154 -2.023 -3.251
H: 4.338 -1.152 -4.234
H: 1.118 -0.921 -2.593
H: 0.906 0.798 -2.900
H: 4.011 2.161 -0.582
H: 2.714 2.737 -1.629
H: 3.254 -1.850 -0.839
H: 4.352 -0.693 -0.098
Te: -1.851 1.871 -1.049
C: -3.911 1.840 -1.228
C: -4.677 1.034 -0.379
C: -6.056 1.017 -0.509
C: -6.672 1.808 -1.472
C: -5.915 2.612 -2.313
C: -4.533 2.627 -2.202
H: -4.194 0.424 0.373
H: -6.651 0.390 0.143
H: -7.750 1.796 -1.567
H: -6.400 3.224 -3.063
H: -3.940 3.241 -2.866

spin multiplicity	3
expectation value of S²	2.02
HOMO (alpha / beta)	-10.8 / -10.8	eV
energy above the lowest of the compared OMol25 structures with the same formula, charge and spin	11.4	kcal per mole
net charge	+1